1) This record from the OMol25 dataset describes an isolated molecule of C2H7N3O2. The level of theory is ωB97M-V/def2-TZVPD.

```
14
Properties=species:S:1:pos:R:3
C 0.781 -0.715 -0.371
C -0.127 0.381 -0.282
N -1.379 -0.748 0.372
N 1.395 1.731 -0.356
N 0.409 1.279 0.664
O -2.163 -1.266 -0.697
O 1.499 -1.035 0.672
H -2.876 -0.622 -0.788
H 1.324 -0.257 1.291
H -1.044 -1.586 0.850
H 2.299 1.509 0.070
H -0.237 2.020 0.916
H 0.761 -1.436 -1.179
H -0.645 0.744 -1.161
```

The value obtained for the highest occupied orbital energy (alpha / beta) is -7.27 / -7.29 eV. The calculation puts the HOMO-LUMO gap (alpha / beta) at 7.0 / 7.0 eV.

Here are the natural (NBO) charges for atoms 1 to 4, given in e:
1. C 0.42
2. C 0.05
3. N -0.39
4. N -0.76

***

2) This record from the OMol25 dataset describes a 2-piece molecular cluster, C2H7N3O2 overall. The level of theory is ωB97M-V/def2-TZVPD.

```
14
Properties=species:S:1:pos:R:3
H 0.077 0.880 -0.278
N 1.138 0.942 -0.252
C 1.591 0.060 0.547
C 3.076 -0.150 0.592
O 3.704 -0.330 1.586
O 3.558 -0.069 -0.569
H 0.981 -0.366 1.280
H 4.508 -0.222 -0.585
N -2.123 -0.455 0.619
N -1.972 -0.065 -0.736
H -3.079 -0.598 0.885
H -1.627 -1.427 0.814
H -1.551 0.893 -0.594
H -2.750 -0.123 -1.396
```

The value obtained for the highest occupied orbital energy is -9.44 eV. Its SMILES is [H]/N=C/C(=O)O.NN. The calculation puts the HOMO-LUMO gap at 10.2 eV.

Here are the natural (NBO) charges for atoms 1 to 4, given in e:
1. H 0.33
2. N -0.54
3. C 0.01
4. C 0.73

***

Preferred: 2); penalty for the next structure: 483.0 kJ/mol.